Entry 1:
{
  "formula": "C28H58IIrN2OPSSb",
  "method": "ωB97M-V with the def2-TZVPD basis set",
  "elements": ["Ir", "C", "C", "C", "Sb", "C", "C", "C", "C", "C", "C", "H", "H", "H", "H", "H", "H", "H", "H", "H", "H", "H", "H", "H", "H", "H", "H", "H", "H", "H", "H", "H", "C", "S", "C", "O", "H", "H", "H", "H", "H", "H", "I", "C", "C", "C", "C", "N", "C", "H", "H", "H", "H", "C", "C", "C", "C", "P", "N", "C", "C", "C", "C", "C", "C", "C", "C", "H", "H", "H", "H", "H", "H", "H", "H", "H", "H", "H", "H", "H", "H", "H", "H", "H", "H", "H", "H", "H", "H", "H", "H", "H", "H", "H"],
  "positions_angstrom": [[0.71876, -1.03952, 0.69851], [-5.58583, 1.32920, -1.51493], [-4.73902, 0.49021, -2.45739], [-4.10599, 1.28598, -3.58343], [-3.23836, -0.60498, -1.29065], [-4.34025, -1.94790, -0.00961], [-5.40197, -2.60727, -0.89300], [-4.91506, -1.26355, 1.22701], [-2.11057, -1.95683, -2.51953], [-1.31020, -2.89210, -1.61165], [-1.20894, -1.23525, -3.50653], [-6.40744, 1.76455, -2.08894], [-5.01624, 2.15707, -1.09162], [-6.03053, 0.75220, -0.70722], [-5.28390, -0.38111, -2.83364], [-3.49720, 2.10495, -3.20412], [-4.91119, 1.73241, -4.17273], [-3.51523, 0.67583, -4.26278], [-3.58472, -2.67688, 0.28871], [-6.16973, -1.89784, -1.20252], [-5.90162, -3.38464, -0.30954], [-4.98973, -3.09225, -1.77896], [-5.72802, -0.58563, 0.97471], [-4.16239, -0.70205, 1.78735], [-5.33032, -2.02275, 1.89448], [-2.90453, -2.50297, -3.03788], [-0.59463, -2.35669, -0.93772], [-0.70440, -3.56934, -2.21675], [-1.95611, -3.50129, -0.97891], [-0.44367, -0.68932, -2.95918], [-1.74050, -0.54827, -4.16043], [-0.70735, -1.96920, -4.14083], [3.56871, -2.07836, 3.79243], [1.80692, -1.95336, 3.66791], [1.34625, -3.51423, 4.36478], [1.52461, -2.16599, 2.14940], [3.90252, -2.91744, 3.18253], [3.81547, -2.23372, 4.84335], [4.00218, -1.14311, 3.45068], [1.62841, -3.49398, 5.41814], [1.86419, -4.31318, 3.83534], [0.26690, -3.62126, 4.27538], [-3.39576, -4.63645, 2.77069], [-2.44475, -2.81004, 2.88832], [-2.68337, -1.91911, 3.92926], [-2.01781, -0.70063, 3.93859], [-1.15117, -0.39340, 2.90982], [-0.92788, -1.25387, 1.89928], [-1.54641, -2.44929, 1.89794], [-3.38117, -2.16859, 4.71829], [-2.17522, 0.01165, 4.73657], [-0.63325, 0.55394, 2.86683], [-1.31223, -3.12547, 1.08756], [4.25767, -0.47737, 0.48138], [4.11834, 0.67395, -0.52620], [5.15923, 1.76111, -0.21291], [4.38752, 0.11426, -1.93077], [2.36871, 1.42650, -0.51338], [1.20620, 0.17415, -0.43075], [2.07404, 2.48157, 1.03100], [2.64611, 1.72590, 2.24101], [2.71770, 3.86975, 0.93299], [0.56392, 2.64001, 1.27985], [2.00345, 2.34265, -2.10421], [3.05762, 3.41048, -2.42827], [0.63045, 3.00700, -1.92951], [1.91344, 1.35258, -3.28413], [4.84717, -1.27876, 0.03600], [3.31846, -0.93848, 0.77202], [4.76635, -0.15403, 1.38618], [6.14566, 1.32438, -0.38093], [5.12912, 2.10289, 0.81664], [5.08156, 2.62516, -0.86746], [5.34636, -0.40440, -1.89808], [4.47849, 0.89633, -2.67678], [3.63242, -0.60498, -2.24818], [3.72344, 1.60881, 2.20612], [2.18943, 0.73955, 2.35311], [2.40675, 2.30351, 3.13613], [3.76784, 3.84567, 0.66250], [2.64814, 4.33882, 1.91662], [2.19003, 4.51482, 0.23467], [0.04774, 1.67825, 1.28139], [0.07325, 3.28389, 0.56002], [0.43903, 3.10237, 2.26149], [3.16124, 4.16891, -1.66005], [2.73819, 3.91554, -3.34204], [4.03460, 2.98027, -2.63327], [0.66328, 3.85002, -1.24500], [-0.12898, 2.29571, -1.59697], [0.32613, 3.39912, -2.90052], [2.87348, 1.18126, -3.75581], [1.26150, 1.79170, -4.04044], [1.49469, 0.39222, -3.00679]],
  "forces_ev_per_angstrom": [[-0.7, 0.2, -0.1], [-0.1, 0.0, -0.2], [0.4, 0.0, 0.3], [-0.2, 0.0, -0.1], [-0.4, 0.1, -0.1], [0.0, 0.2, 0.1], [0.0, -0.1, 0.2], [0.0, -0.1, 0.0], [0.3, 0.0, 0.2], [0.2, 0.0, 0.3], [0.0, -0.1, 0.0], [0.0, 0.0, 0.0], [0.0, 0.0, 0.0], [0.0, 0.0, 0.0], [-0.1, 0.1, -0.1], [0.1, 0.0, 0.0], [0.0, 0.0, 0.0], [0.0, 0.0, 0.0], [-0.1, -0.1, 0.0], [0.0, 0.0, 0.0], [0.0, 0.0, 0.0], [0.0, 0.0, 0.0], [0.0, 0.0, 0.0], [-0.1, 0.0, -0.1], [0.0, 0.0, 0.0], [0.0, -0.1, 0.0], [-0.6, -0.2, -0.7], [-0.1, 0.0, 0.0], [0.0, -0.1, -0.1], [0.1, 0.1, 0.0], [0.0, 0.0, 0.0], [0.0, 0.0, 0.0], [0.1, -0.1, -0.1], [-0.3, 0.4, 0.2], [0.0, -0.2, 0.0], [0.5, -0.4, -0.4], [0.0, 0.0, 0.0], [0.0, 0.0, 0.0], [0.0, 0.0, 0.0], [0.0, 0.0, 0.0], [0.0, 0.0, 0.0], [0.0, 0.0, 0.0], [-0.1, -0.2, 0.0], [0.1, 0.1, 0.0], [0.0, 0.0, 0.0], [-0.1, 0.0, 0.0], [-0.2, 0.0, -0.1], [0.1, -0.1, 0.7], [0.0, 0.2, 0.0], [0.0, 0.0, 0.0], [0.0, 0.0, 0.0], [0.1, 0.0, 0.0], [0.1, 0.0, 0.0], [0.0, -0.1, 0.1], [-0.4, -0.1, 0.0], [0.0, 0.0, -0.2], [0.1, 0.0, 0.0], [0.2, 0.7, 0.0], [1.4, 0.0, 0.1], [-0.1, -0.3, -0.1], [0.0, 0.0, 0.1], [-0.1, 0.0, 0.0], [0.0, 0.0, 0.0], [0.0, -0.1, 0.1], [0.0, -0.1, -0.1], [0.0, 0.0, -0.1], [-0.1, 0.1, -0.1], [0.1, 0.1, 0.0], [-0.2, 0.0, 0.0], [0.0, 0.1, 0.0], [0.0, 0.0, 0.0], [0.0, 0.0, 0.1], [0.0, 0.0, 0.0], [0.0, 0.0, 0.0], [0.0, 0.0, 0.0], [0.0, 0.0, 0.0], [0.1, 0.0, 0.0], [0.0, 0.0, 0.0], [0.0, 0.0, 0.0], [0.1, 0.0, 0.0], [0.0, 0.0, 0.0], [0.0, 0.0, 0.0], [0.0, 0.1, 0.0], [0.0, 0.0, 0.0], [0.0, 0.0, 0.0], [0.0, 0.1, 0.1], [0.0, 0.0, 0.0], [0.0, 0.0, 0.0], [0.0, 0.0, 0.0], [0.0, 0.0, 0.0], [0.0, 0.0, 0.0], [0.0, 0.0, 0.0], [0.0, 0.0, 0.0], [-0.1, -0.2, 0.0]],
  "mulliken_spin": [0.1135, 0.0256, 0.1141, 0.0199, 0.4617, 0.0823, 0.0121, 0.0480, 0.0936, 0.0151, 0.0114, 0.0058, -0.0016, 0.0003, 0.0065, -0.0016, 0.0063, -0.0014, -0.0132, -0.0021, 0.0098, 0.0026, 0.0008, -0.0181, 0.0019, 0.0200, 0.0025, -0.0002, -0.0003, 0.0133, -0.0033, -0.0006, 0.0002, -0.0002, 0.0002, 0.0001, 0.0000, 0.0000, -0.0001, -0.0001, 0.0000, -0.0003, 0.0000, -0.0067, -0.0004, -0.0072, 0.0295, -0.0641, 0.0278, 0.0006, 0.0005, 0.0016, -0.0085, -0.0003, 0.0057, 0.0013, -0.0019, -0.0056, -0.0119, 0.0020, -0.0035, 0.0004, -0.0238, 0.0089, 0.0008, -0.0285, 0.0024, -0.0001, -0.0018, 0.0001, 0.0003, -0.0001, -0.0003, 0.0003, -0.0003, 0.0000, 0.0004, 0.0011, -0.0001, 0.0001, 0.0001, 0.0000, 0.0233, -0.0045, 0.0004, -0.0004, -0.0002, 0.0002, -0.0012, 0.0411, 0.0002, -0.0003, 0.0001, -0.0020],
  "charge": 3,
  "e_homo_ev": [-16.590, -16.659],
  "gap_ha": [0.26463, 0.23263],
  "fmax_ev_per_a": 1.4,
  "total_energy_ev": -72578.105,
  "multiplicity": 2,
  "e_above_lowest_ev": 1.023
}

---

Entry 2:
{
  "formula": "C28H60O22PS6Tl",
  "method": "ωB97M-V with the def2-TZVPD basis set",
  "elements": ["Tl", "P", "O", "O", "O", "O", "C", "C", "C", "O", "C", "O", "O", "H", "H", "H", "H", "H", "H", "C", "C", "C", "O", "C", "O", "O", "H", "H", "H", "H", "H", "H", "C", "C", "C", "O", "C", "O", "O", "H", "H", "H", "H", "H", "H", "C", "C", "C", "O", "C", "O", "O", "H", "H", "H", "H", "H", "H", "C", "S", "O", "C", "H", "H", "H", "H", "H", "H", "C", "S", "O", "C", "H", "H", "H", "H", "H", "H", "C", "S", "O", "C", "H", "H", "H", "H", "H", "H", "C", "S", "O", "C", "H", "H", "H", "H", "H", "H", "C", "S", "O", "C", "H", "H", "H", "H", "H", "H", "C", "S", "O", "C", "H", "H", "H", "H", "H", "H"],
  "positions_angstrom": [[-4.01515, -0.59196, 3.29628], [-0.55027, 0.34609, 0.54440], [-0.54135, -0.90136, 1.41418], [-1.96690, 0.10106, -0.00495], [0.66259, 0.62437, -0.37783], [-0.96777, 1.46395, 1.62590], [-1.70182, 3.70964, -4.35543], [-0.87129, 2.43265, -4.48098], [-1.64176, 1.11507, -4.74507], [-1.24843, 0.62063, -5.98560], [-0.60698, 1.62882, -6.66714], [-0.37672, 1.59814, -7.90363], [-0.20329, 2.56817, -5.75474], [-2.49943, 3.80637, -5.09201], [-1.02523, 4.53496, -4.13367], [-2.24694, 3.59380, -3.41866], [-0.19210, 2.37356, -3.63050], [-2.64026, 1.55130, -4.71647], [-1.45481, 0.34575, -3.99588], [5.03708, 1.60785, -5.58162], [5.10617, 0.49928, -4.49698], [4.26854, -0.73857, -4.77484], [5.12469, -1.76595, -5.02863], [6.50435, -1.31420, -4.73505], [7.44481, -2.05372, -4.77063], [6.42399, 0.01335, -4.47983], [5.79077, 2.39064, -5.49620], [4.12184, 2.19205, -5.48588], [5.06692, 1.19169, -6.58861], [4.73348, 0.97242, -3.58851], [3.75457, -0.48442, -5.70185], [3.69791, -1.00224, -3.88435], [3.34243, 5.97659, -0.62743], [2.26659, 5.40308, 0.24983], [2.87739, 4.91753, 1.50532], [2.35132, 5.56814, 2.56974], [1.47926, 6.46096, 2.10793], [0.77620, 7.13766, 2.80421], [1.34156, 6.43670, 0.70557], [3.97719, 6.74560, -0.18716], [2.71142, 6.36918, -1.42480], [3.81204, 5.15820, -1.17316], [1.75171, 4.53162, -0.15458], [3.95562, 4.76886, 1.44698], [2.37035, 3.96181, 1.63805], [1.92731, -5.72799, -0.61727], [2.01187, -6.72775, -1.76383], [2.86854, -6.21045, -2.90931], [3.66703, -7.34006, -3.22394], [3.50310, -8.35301, -2.36713], [4.06897, -9.42263, -2.44930], [2.66450, -7.91626, -1.36654], [2.96784, -5.60396, -0.31726], [1.16207, -6.09787, 0.06515], [1.56121, -4.80749, -1.07199], [0.98967, -6.82310, -2.13004], [3.39008, -5.31926, -2.56020], [2.19913, -6.06667, -3.75743], [0.94063, 2.47361, 6.84024], [0.85329, 0.62033, 6.86140], [-0.53699, 0.27810, 6.37287], [1.89009, 0.40383, 5.40604], [0.53050, 2.93405, 7.73905], [0.49543, 2.67042, 5.86496], [1.96769, 2.76322, 6.61801], [2.35240, -0.58257, 5.36908], [2.69158, 1.14054, 5.35178], [1.29672, 0.43810, 4.49234], [5.85890, -0.84040, 1.72987], [7.37361, -0.88707, 0.54930], [8.38384, -1.88330, 0.98937], [7.80423, 0.80331, 1.09782], [5.31119, 0.07911, 1.52338], [6.46805, -0.64112, 2.61152], [5.45316, -1.85133, 1.76859], [8.19420, 1.07420, 2.07896], [6.96469, 1.44691, 0.83505], [8.63294, 1.02042, 0.42388], [-0.33705, -5.62342, 4.40683], [-2.06627, -6.05185, 4.77079], [-3.04467, -4.82668, 4.77440], [-2.54241, -7.14149, 3.27251], [-0.18653, -5.10353, 3.46071], [0.34498, -6.47332, 4.38201], [-0.14090, -5.05326, 5.31487], [-2.28980, -6.69502, 2.31077], [-3.60934, -7.36439, 3.28159], [-1.91636, -8.01481, 3.45546], [-8.72409, 1.33821, -1.94376], [-7.89674, 1.95220, -0.37094], [-7.52531, 0.67685, 0.47010], [-6.32183, 2.51058, -1.12286], [-9.57234, 0.73957, -1.61179], [-8.11795, 0.54136, -2.37473], [-9.08888, 1.94569, -2.77201], [-5.80768, 1.66274, -1.57552], [-5.67395, 3.07192, -0.44963], [-6.43584, 3.19665, -1.96216], [-4.10593, 5.87536, 3.91688], [-5.70878, 5.16621, 4.48932], [-5.68665, 3.70431, 4.16702], [-5.29461, 5.40321, 6.21820], [-4.16776, 5.93092, 2.83006], [-3.20242, 5.36232, 4.24637], [-4.04889, 6.86290, 4.37470], [-4.28143, 5.01017, 6.30232], [-5.89156, 4.82520, 6.92366], [-5.34799, 6.44975, 6.51820], [-4.02190, -4.29690, -1.39991], [-5.45166, -4.84353, -0.37826], [-5.45627, -4.05303, 0.97053], [-6.59074, -3.89640, -1.54723], [-4.03023, -5.05761, -2.18052], [-3.05938, -4.27366, -0.88892], [-4.04075, -3.24247, -1.67545], [-6.78675, -4.47851, -2.44769], [-6.26200, -2.86670, -1.68772], [-7.51910, -3.77848, -0.98835]],
  "forces_ev_per_angstrom": [[0.3, 0.0, -0.3], [2.1, 2.7, -0.1], [0.2, -1.2, 0.4], [-0.3, 0.0, -0.5], [-3.0, -0.5, 2.0], [0.7, -1.0, -1.7], [-0.2, -1.2, 1.8], [0.0, 0.1, -1.3], [-0.3, 1.1, 1.9], [0.1, 0.9, -1.4], [1.1, -0.6, -3.0], [-0.8, 0.4, 5.3], [0.7, -0.3, -1.5], [0.6, 0.4, -0.5], [-0.3, 0.3, -0.8], [-0.2, 0.0, 0.3], [0.4, -0.1, -0.4], [-0.8, -1.3, -0.4], [-0.3, 0.2, 0.0], [-0.4, -0.1, 0.2], [-0.6, 1.7, -1.2], [-0.8, 1.3, -0.2], [4.2, -0.7, 0.2], [-1.8, -1.4, -0.6], [-1.4, 1.7, 0.1], [1.5, -1.0, 0.8], [0.5, -0.4, 0.2], [-0.4, -0.3, 0.0], [0.1, -0.1, 0.0], [0.9, -0.2, 0.6], [-1.0, -0.5, 0.3], [-0.7, 0.2, -0.4], [-2.0, -0.2, -1.9], [0.7, 1.1, 0.3], [-0.2, -4.5, -0.3], [0.0, 2.7, 1.4], [-2.5, 1.3, -0.3], [0.8, -0.3, -0.6], [1.2, -1.0, 1.7], [0.0, -0.3, 0.0], [0.5, 0.9, -0.4], [0.7, 0.0, 0.5], [-0.3, 0.7, -0.7], [0.0, 0.5, 0.5], [1.1, -1.0, -0.1], [0.0, -0.7, -1.3], [-0.3, 1.4, 0.3], [-1.1, -0.8, 0.2], [0.9, 0.2, -0.9], [0.8, -0.9, 0.5], [-1.4, 2.1, 0.4], [-0.2, -1.3, -0.2], [-0.3, 0.2, 0.9], [0.6, 0.2, 0.6], [0.0, 0.2, 0.2], [-0.1, -1.1, 0.0], [0.6, -0.2, -0.6], [0.5, 0.7, -0.1], [0.7, -1.0, -1.1], [-1.0, 0.5, -0.6], [0.8, 0.2, 0.6], [0.7, -0.3, -0.6], [-0.1, -0.1, -0.4], [-0.9, 0.4, 0.4], [0.2, 0.0, 0.8], [-0.1, -0.1, 0.5], [-0.1, 0.0, 0.1], [-0.4, 0.4, 0.2], [2.8, -0.3, -0.1], [-1.2, 0.6, 0.6], [-0.6, 0.5, 0.4], [1.0, 0.2, -1.2], [-0.6, -0.7, -0.3], [-0.5, -0.3, 0.5], [-0.6, 0.5, -0.1], [-0.4, -0.8, 0.4], [0.0, 0.0, -0.1], [0.0, 0.4, -0.1], [-0.4, 0.3, -0.2], [-3.0, 0.5, -0.9], [2.6, -2.0, -0.4], [1.0, 0.9, 0.9], [-0.2, 0.5, 0.3], [-0.5, -0.4, 0.3], [0.5, 0.4, -0.4], [0.1, 0.2, 0.2], [0.2, 0.1, 0.4], [-0.2, -0.2, -0.2], [0.1, -1.5, 0.4], [0.8, -2.0, 0.5], [-0.8, 2.6, -2.1], [0.1, 0.1, -0.8], [-0.2, 0.4, 0.5], [0.6, 0.2, 0.0], [0.4, 0.8, 0.5], [0.0, -0.3, 0.5], [-0.2, -0.5, 0.5], [-0.8, 0.1, 0.0], [-0.7, 0.3, 0.2], [0.7, -0.2, -0.6], [0.0, 0.4, 0.4], [0.5, -0.6, 0.7], [0.1, 0.1, 0.1], [-0.3, -0.6, 0.0], [-0.1, 0.2, -0.3], [0.1, 0.2, 0.3], [-0.4, -0.1, -0.5], [0.1, 0.0, -0.3], [0.5, -0.1, 0.8], [0.1, 3.4, 1.3], [0.1, -1.5, -2.7], [-0.5, -0.4, 1.4], [0.3, 0.5, -0.4], [-0.1, -1.0, 0.5], [-0.9, -0.2, -0.6], [0.3, 0.2, 0.0], [0.5, -0.3, -0.3], [-0.1, -0.4, 0.0]],
  "mulliken_charge": [0.9984, 0.6408, -0.3693, -0.3116, -0.5762, -0.3594, -1.4431, 0.3394, -0.3411, -0.3298, 0.6458, -0.5742, -0.3567, 0.3454, 0.3589, 0.4229, 0.3489, 0.2203, 0.3552, -1.4483, 0.5328, -0.3369, -0.3710, 0.6302, -0.4917, -0.3931, 0.3495, 0.3610, 0.3577, 0.2246, 0.2633, 0.3194, -1.3935, 0.5238, -0.5360, -0.3074, 0.5816, -0.5554, -0.3505, 0.3312, 0.3625, 0.4101, 0.2792, 0.3134, 0.3363, -1.3920, 0.5011, -0.4246, -0.3321, 0.6521, -0.5426, -0.3714, 0.3958, 0.2780, 0.3907, 0.2470, 0.3130, 0.2869, -0.8922, 0.4534, -0.5769, -0.8133, 0.3243, 0.2883, 0.3369, 0.3158, 0.2833, 0.2739, -0.9709, 0.5494, -0.6077, -0.9681, 0.3300, 0.3473, 0.3331, 0.3818, 0.3016, 0.3099, -0.8199, 0.4342, -0.5828, -0.8359, 0.2706, 0.3638, 0.2842, 0.2294, 0.3000, 0.3539, -0.9553, 0.4533, -0.5755, -0.8752, 0.3299, 0.2801, 0.3743, 0.2627, 0.3292, 0.3776, -0.9437, 0.4574, -0.5674, -0.9168, 0.3010, 0.3274, 0.3808, 0.2730, 0.3311, 0.3508, -0.9027, 0.4427, -0.5806, -0.9144, 0.3597, 0.3533, 0.2611, 0.3598, 0.2698, 0.3502],
  "charge": 0,
  "e_homo_ev": -9.050,
  "gap_ha": 0.19869,
  "fmax_ev_per_a": 5.4,
  "total_energy_ev": -154034.795,
  "e_above_lowest_ev": 6.281
}